{"formula": "C4H7Cl2NO2", "method": "ωB97M-V/def2-TZVPD", "lumo_ev": -0.59, "homo_energy_ev": -9.30, "multiplicity": 1, "orbital_gap_ev": 8.7, "smiles": "CCO[C@](Cl)(CCl)N=O", "largest_force_ev_per_a": 3.3, "elements": ["C", "C", "O", "C", "Cl", "C", "Cl", "N", "O", "H", "H", "H", "H", "H", "H", "H"], "coordinates": [[-1.794, 1.498, 0.372], [-1.362, 0.308, -0.457], [-0.442, -0.597, 0.160], [0.773, -0.674, -0.355], [0.813, -1.381, -1.947], [1.556, -1.461, 0.701], [2.083, -0.357, 2.077], [1.590, 0.718, -0.544], [2.641, 0.572, -1.137], [-2.520, 1.992, -0.207], [-2.270, 1.072, 1.351], [-0.957, 2.120, 0.620], [-0.912, 0.614, -1.446], [-2.427, -0.158, -0.647], [2.404, -2.140, 0.422], [0.827, -2.126, 1.038]]}